No. 1
# C24H41GdNP2

A structure of composition C24H41GdNP2 at a distorted geometry (ωB97M-V with the def2-TZVPD basis set, the Open Molecules 2025 dataset).

Summary:
- spin multiplicity = 8
- relative energy (zero: lowest compared OMol25 entry of this formula, charge and spin) (eV) = 2.567
- E_LUMO (alpha / beta) (eV) = -3.201 / -4.270
- largest force on an atom (Eh/bohr) = 0.0689
- E_tot (Eh) = -2441.81924
- gap between HOMO and LUMO (alpha / beta) (eV) = 6.94 / 5.24
- net charge = +1
- <S²> = 16.258

```
69
Properties=species:S:1:pos:R:3:lowdin_charge:R:1
Gd 2.07 -0.19 -1.62 1.2941
C 0.47 -0.43 0.51 -0.3130
C 0.50 -1.72 -0.11 -0.3210
C 2.62 -1.26 0.71 -0.3342
C 1.78 -0.14 1.00 -0.3303
C 1.82 -2.24 0.05 -0.3282
C -0.73 0.40 0.79 -0.0369
H -0.64 1.40 0.33 0.0591
H -0.85 0.57 1.87 0.0988
H -1.65 -0.07 0.42 0.0737
C 2.17 1.09 1.72 -0.0288
H 1.42 1.34 2.49 0.0940
H 2.23 1.96 1.05 0.0611
H 3.14 0.95 2.21 0.0809
C 4.06 -1.39 1.07 -0.0347
H 4.24 -0.97 2.07 0.0865
H 4.72 -0.85 0.37 0.0795
H 4.36 -2.44 1.07 0.0818
C 2.26 -3.63 -0.26 -0.0458
H 2.80 -4.07 0.59 0.0927
H 2.96 -3.67 -1.11 0.0660
H 1.40 -4.27 -0.50 0.0870
C -0.67 -2.47 -0.65 -0.0559
H -1.01 -3.24 0.05 0.1023
H -0.43 -2.99 -1.59 0.0562
H -1.51 -1.80 -0.86 0.0658
C -3.51 2.59 -2.60 -0.0786
C -4.37 2.09 -3.50 -0.0974
C -3.99 1.27 -4.69 -0.1738
C -2.67 1.65 -5.39 -0.1531
C -1.48 0.70 -5.02 -0.3901
C -1.70 -0.07 -3.76 -0.3068
C -1.81 0.68 -2.46 -0.2289
C -2.05 2.20 -2.53 -0.1839
H -4.80 1.37 -5.43 0.1185
H -2.43 2.71 -5.22 0.0977
H -3.99 0.21 -4.42 0.1114
H -1.49 2.64 -3.37 0.0584
H -3.84 3.30 -1.83 0.1106
H -5.44 2.29 -3.39 0.1062
H -1.59 2.67 -1.65 0.0914
H -2.60 0.21 -1.84 0.1274
H -2.35 -0.95 -3.85 0.1076
H -0.89 0.58 -1.86 0.0345
H -2.84 1.58 -6.48 0.1163
H -1.43 0.01 -5.88 0.0961
P 0.28 1.34 -5.02 0.9438
C 0.39 3.10 -4.70 -0.1632
C 0.87 1.06 -6.71 -0.1501
P 0.41 -1.07 -3.40 0.8106
C 1.41 0.39 -4.03 -0.5106
C -0.04 -2.03 -4.93 -0.2187
C 1.97 -2.23 -3.22 -0.3097
H 0.59 3.33 -3.65 0.0371
H -0.53 3.60 -5.05 0.0739
H 1.22 3.45 -5.32 0.0718
H 1.26 2.03 -7.06 0.0633
H 0.04 0.74 -7.35 0.0700
H 1.68 0.32 -6.73 0.0607
H 2.40 -2.28 -4.23 0.0492
H 1.56 -3.22 -2.96 0.0517
H 2.83 -2.04 -2.52 0.0136
H 1.82 1.19 -3.33 -0.0021
H 2.27 0.03 -4.62 0.0756
H 0.02 -3.09 -4.65 0.0610
H 0.68 -1.84 -5.73 0.0536
H -1.06 -1.85 -5.29 0.0402
N 0.92 3.17 -1.16 0.0232
C 1.21 2.04 -1.32 -0.3595
```

No. 2
# C14H9BiN3O4

A structure of composition C14H9BiN3O4 at a distorted geometry (ωB97M-V with the def2-TZVPD basis set, the Open Molecules 2025 dataset).

Summary:
- relative energy (zero: lowest compared OMol25 entry of this formula, charge and spin) (eV) = 10.391
- E_LUMO (alpha / beta) (eV) = -14.326 / -14.523
- largest force on an atom (Eh/bohr) = 0.3572
- E_tot (Eh) = -1216.89945
- gap between HOMO and LUMO (alpha / beta) (eV) = 2.70 / 2.36
- net charge = +3

```
31
Properties=species:S:1:pos:R:3:lowdin_charge:R:1
Bi -0.07 -0.06 -3.64 1.3969
C -0.05 1.82 -4.30 -0.1570
O -0.04 2.94 -4.71 0.2908
C -0.06 -0.66 -5.64 -0.0184
O -0.06 -0.94 -6.80 0.3397
C -2.05 -0.06 -3.71 -0.1221
O -3.23 -0.01 -3.75 0.3300
C 1.93 -0.08 -3.72 -0.0954
O 3.12 -0.04 -3.75 0.3330
H -0.07 -1.67 -2.77 0.0919
H -0.07 -1.92 -3.64 0.1215
N -0.21 1.17 7.38 0.2286
C -0.22 0.96 6.25 -0.1380
C -0.20 0.68 4.83 -0.1726
C -1.22 1.08 3.99 0.0106
C -1.16 0.86 2.63 0.0187
C -0.04 0.21 2.15 -0.2371
C 0.97 -0.28 2.96 0.0060
C 0.92 -0.03 4.32 0.0436
N 0.06 -0.08 0.79 0.0461
C 0.48 -1.43 0.47 0.0764
C 0.61 -1.47 -0.88 -0.1170
N 0.23 -0.20 -1.36 -0.1908
C -0.10 0.60 -0.36 -0.0572
H -2.10 1.60 4.40 0.1561
H -1.96 1.15 1.94 0.1340
H 1.83 -0.81 2.56 0.1298
H 1.74 -0.37 4.94 0.1461
H 0.60 -2.21 1.16 0.1439
H 0.85 -2.36 -1.32 0.1024
H -0.43 1.61 -0.43 0.1595
```

No. 3
# C5H8O4

A structure of composition C5H8O4 at a distorted geometry (ωB97M-V with the def2-TZVPD basis set, the Open Molecules 2025 dataset).

Summary:
- relative energy (zero: lowest compared OMol25 entry of this formula, charge and spin) (eV) = 6.300
- E_LUMO (eV) = 0.064
- largest force on an atom (Eh/bohr) = 0.0640
- E_tot (Eh) = -496.07114
- gap between HOMO and LUMO (eV) = 7.14

```
17
Properties=species:S:1:pos:R:3:lowdin_charge:R:1
C 1.25 0.36 1.15 -0.1142
C -0.19 0.41 -1.31 -0.4288
C -0.57 0.71 -0.01 -0.3773
C -0.66 -0.27 1.01 -0.0305
C -0.68 -1.58 1.22 0.0349
O -0.75 1.12 -2.35 0.0292
O 0.27 -0.84 -1.64 0.0188
O -1.09 1.95 0.27 0.0662
O 2.09 -0.53 0.58 -0.0169
H -0.40 -1.51 -1.37 0.1095
H -1.59 0.69 -2.61 0.1139
H -1.00 2.49 -0.54 0.1153
H 2.06 -0.43 -0.39 0.1035
H 1.20 0.21 2.22 0.1122
H 1.41 1.40 0.88 0.1204
H -1.60 -2.06 1.53 0.0651
H 0.23 -2.15 1.39 0.0787
```

No. 4
# C16H20Cl2N2O4S

An isolated molecule of C16H20Cl2N2O4S at a distorted geometry (ωB97M-V with the def2-TZVPD basis set, the Open Molecules 2025 dataset).

Summary:
- relative energy (zero: lowest compared OMol25 entry of this formula, charge and spin) (eV) = 0.000
- E_LUMO (eV) = 0.055
- largest force on an atom (Eh/bohr) = 0.0201
- E_tot (Eh) = -2350.73666
- gap between HOMO and LUMO (eV) = 9.71

```
45
Properties=species:S:1:pos:R:3:lowdin_charge:R:1
O -3.17 -2.53 -0.96 0.0538
C -2.39 -1.69 -0.58 -0.4722
N -2.74 -0.44 -0.24 0.1002
H -2.04 0.22 0.07 0.1434
C -4.10 0.06 -0.34 -0.2858
C -4.61 0.57 1.02 -0.1276
H -3.82 0.48 1.76 0.1113
H -5.46 -0.02 1.37 0.1097
C -4.99 2.04 0.81 -0.1944
H -6.04 2.12 0.53 0.1105
H -4.83 2.64 1.71 0.1054
C -4.12 2.49 -0.36 -0.1970
H -4.49 3.39 -0.83 0.1072
H -3.10 2.67 -0.02 0.1085
C -4.16 1.28 -1.29 -0.1369
H -3.35 1.26 -2.01 0.1132
H -5.11 1.26 -1.83 0.1164
H -4.69 -0.78 -0.72 0.1438
C -0.91 -1.95 -0.46 -0.1292
C 0.01 -1.04 -0.95 -0.0007
C 1.36 -1.30 -0.92 -0.2751
C 1.83 -2.49 -0.39 -0.6260
C 0.94 -3.43 0.11 -0.1001
C -0.43 -3.15 0.08 -0.5826
Cl -1.51 -4.31 0.73 0.7786
H 1.29 -4.35 0.53 0.1098
Cl 3.51 -2.81 -0.38 0.7945
S 2.50 -0.07 -1.58 0.6501
O 3.29 -0.65 -2.61 -0.2828
O 1.72 1.09 -1.88 -0.2780
N 3.47 0.18 -0.25 -0.2808
C 2.90 1.04 0.77 -0.1712
H 1.87 0.73 0.93 0.1237
C 3.72 0.88 2.05 -0.1841
H 3.39 1.58 2.81 0.1300
O 5.08 1.17 1.82 -0.1238
C 5.63 0.33 0.82 -0.1830
H 6.67 0.63 0.71 0.1308
C 4.87 0.49 -0.50 -0.1722
H 5.23 -0.20 -1.25 0.1167
H 4.98 1.52 -0.86 0.1385
H 5.57 -0.72 1.15 0.1215
H 3.62 -0.15 2.41 0.1303
H 2.91 2.09 0.44 0.1336
H -0.30 -0.11 -1.40 0.1218
```